Density functional theory data (the ωB97M-V functional and the def2-TZVPD basis) for a structure of composition C6H11CdO4 at a distorted geometry.

Its energy above the lowest of the compared OMol25 structures with the same formula, charge and spin is 0.00 kJ/mol. The calculation puts the molar mass at 259.56 Da. The spin multiplicity is 2. As for the HOMO energy (spin up / spin down): -8.5 / -8.5 eV. Its total energy is -703.70697 Eh. The gap between HOMO and LUMO (spin up / spin down) comes out at 8.2 / 7.6 eV. The expectation value of S² is 0.7579.

CARTESIAN COORDINATES (ANGSTROEM)
H1 -2.7707 -0.7894 1.8871
C1 -3.3521 -0.6243 4.5417
O1 -3.8300 -1.5507 3.5989
C2 -3.8416 -1.0516 2.2916
H2 -3.3476 -1.1131 5.5232
H3 -2.3229 -0.3054 4.2958
H4 -3.9983 0.2699 4.5829
H5 -4.4705 -0.1489 2.2052
H6 -4.2676 -1.8216 1.6377
O2 -0.3054 1.0185 0.8280
C3 -0.6011 -0.2286 0.8593
C4 0.1032 -1.2568 0.3547
O3 1.2829 -0.8802 -0.3287
C5 2.5301 -1.3981 0.1664
C6 3.6231 -0.4604 -0.3428
O4 3.3256 0.8706 -0.0635
Cd1 1.4666 1.1864 -0.0397
H7 -0.1652 -2.3120 0.3582
H8 2.6679 -2.4315 -0.1841
H9 2.4946 -1.3882 1.2687
H10 3.7423 -0.6289 -1.4329
H11 4.5709 -0.7817 0.1304

Cartesian forces, eV/Å:
H -1.73 -0.41 0.81
C 0.18 0.21 0.06
O 0.03 -0.21 0.08
C 1.28 0.48 -1.01
H -0.04 0.11 -0.27
H -0.26 -0.04 0.07
H 0.16 -0.17 0.01
H 0.19 -0.10 0.06
H 0.14 0.12 0.21
O -1.92 0.02 0.68
C 0.71 -0.31 -0.38
C -0.82 -0.22 0.49
O -0.12 -2.31 -0.60
C 0.14 -0.36 0.34
C 0.14 -0.59 -0.39
O 3.21 -0.01 -0.09
Cd -1.09 2.76 -0.03
H 0.10 0.44 -0.03
H -0.02 0.26 0.07
H -0.01 -0.01 -0.26
H -0.03 0.08 0.27
H -0.26 0.27 -0.08

Density functional theory data (the ωB97M-V functional and the def2-TZVPD basis) for a cluster of 19 separate species, H38O19 in total at a distorted geometry.

Its energy above the lowest of the compared OMol25 structures with the same formula, charge and spin is 548.07 kJ/mol. The calculation puts the molar mass at 342.29 Da. As for the HOMO energy: -10.2 eV. Its total energy is -1452.23101 Eh. The gap between HOMO and LUMO comes out at 10.0 eV.

CARTESIAN COORDINATES (ANGSTROEM)
O1 -3.0260 0.1452 1.3184
H1 -2.7908 -0.6640 1.7338
H2 -2.3000 0.7066 1.5841
O2 -2.7308 -0.2919 -1.3561
H3 -3.4399 0.1992 -1.0917
H4 -2.2280 -0.4430 -0.5502
O3 -1.8688 -2.2868 1.4485
H5 -1.1959 -2.7492 2.0609
H6 -2.4461 -2.9041 0.8373
O4 -2.0981 -0.4005 -3.9948
H7 -2.1346 -1.3001 -3.5656
H8 -2.0604 0.3145 -3.3370
O5 -0.5613 3.6389 2.7699
H9 0.3099 3.9066 2.4419
H10 -1.1619 4.0153 2.1720
O6 3.8610 1.0802 0.9281
H11 4.3470 1.9443 0.7185
H12 3.8851 0.4311 0.1548
O7 2.0790 -0.1878 -2.0049
H13 1.1227 -0.1594 -2.1204
H14 2.5128 0.1628 -2.8231
O8 -1.5475 3.5920 -1.5467
H15 -1.4837 3.6850 -0.5866
H16 -2.2208 2.8930 -1.5084
O9 -0.4135 1.4572 0.6084
H17 -0.3434 2.1541 1.1875
H18 0.0584 0.7968 1.1839
O10 2.0528 3.4145 0.1319
H19 2.7945 2.7435 -0.0628
H20 1.5813 3.5409 -0.8247
O11 -2.5095 -3.5182 -1.2918
H21 -3.3804 -3.1839 -1.4645
H22 -2.5355 -4.2294 -0.5836
O12 0.0755 -0.7683 5.0648
H23 -0.7399 -0.1909 5.2970
H24 0.7140 0.0757 5.0046
O13 -0.1365 1.5490 -2.8949
H25 -0.7008 1.4571 -2.0544
H26 -0.8878 1.9477 -3.6330
O14 1.6154 0.9367 2.3449
H27 2.4625 1.0036 1.9093
H28 1.6385 -0.0442 2.6116
O15 1.2523 -1.9256 1.0593
H29 1.2166 -2.8464 0.9000
H30 1.6466 -1.6020 0.1306
O16 2.0213 -3.6648 -2.2921
H31 1.4317 -3.5928 -1.5828
H32 1.8097 -2.9955 -2.8813
O17 -0.0523 -1.9033 -1.4265
H33 -1.1252 -2.1597 -1.3601
H34 0.0224 -1.4267 -0.5135
O18 0.1019 -3.1868 3.4414
H35 0.8781 -3.5806 3.1135
H36 0.1755 -2.5872 4.1630
O19 2.3738 2.2527 -2.6834
H37 2.7176 2.6082 -3.4670
H38 1.3615 2.1409 -2.8183

Cartesian forces, eV/Å:
O -0.76 1.29 -0.24
H 0.24 -1.67 0.49
H 0.41 0.62 -0.21
O 3.02 -1.99 -1.60
H -3.03 1.92 1.39
H -0.13 0.25 0.42
O -0.59 -1.99 -0.70
H -1.42 0.41 -1.22
H 2.26 1.64 2.24
O -0.13 -0.92 -0.45
H 0.13 2.09 -0.17
H -0.08 -1.50 0.13
O 1.50 -0.83 0.95
H -0.02 -0.12 0.11
H -1.41 0.99 -1.15
O 1.21 0.50 -1.55
H -0.80 -2.27 0.12
H 0.09 1.73 1.17
O 0.96 -0.63 -0.32
H 0.09 -0.05 -0.46
H -0.97 -0.18 1.32
O -0.83 -0.49 0.84
H 0.61 0.48 -0.05
H -0.02 0.11 -0.65
O -0.36 -3.63 -1.27
H 0.34 3.10 2.03
H -0.08 0.56 -0.98
O -0.11 -0.56 -3.47
H -2.20 1.41 0.13
H 1.99 -0.73 3.36
O 0.99 -1.35 1.38
H -0.86 0.06 0.09
H -0.28 1.21 -1.62
O 0.03 4.96 0.55
H 1.46 -1.94 -0.55
H -1.46 -3.04 -0.07
O -4.80 1.24 -1.71
H 1.38 0.36 -1.42
H 3.46 -1.64 3.16
O -0.81 -2.80 1.60
H 0.74 0.49 -0.67
H -0.30 1.99 -0.50
O 1.70 2.76 -2.83
H -0.22 -1.65 -0.16
H -0.83 -0.84 2.95
O 2.34 -2.60 0.14
H -1.54 0.46 1.29
H -0.75 2.13 -1.49
O -4.36 0.48 2.66
H 4.10 0.58 -0.45
H -0.27 -1.28 -2.19
O -2.69 -0.68 -1.04
H 1.69 -0.20 0.14
H 0.81 0.90 0.82
O -1.92 -0.27 1.21
H 0.63 1.00 -1.74
H 1.84 0.13 0.21

Density functional theory data (the ωB97M-V functional and the def2-TZVPD basis) for the ion C2H9N4S with charge +1 at a distorted geometry.

Its energy above the lowest of the compared OMol25 structures with the same formula, charge and spin is 94.03 kJ/mol. The calculation puts the molar mass at 121.19 Da. Its charge is +1. The spin multiplicity is 3. As for the HOMO energy (spin up / spin down): -8.8 / -13.2 eV. Its total energy is -698.40288 Eh. The gap between HOMO and LUMO (spin up / spin down) comes out at 5.8 / 6.3 eV. The expectation value of S² is 2.0081.

CARTESIAN COORDINATES (ANGSTROEM)
C1 1.2305 0.2960 -0.0571
C2 -1.1284 -0.4763 0.2751
N1 2.4165 0.0118 -0.6198
N2 1.0859 1.4129 0.5815
N3 -2.0064 -1.5810 0.0380
N4 0.2117 -0.6243 -0.1956
S1 -1.7761 1.3198 -0.3221
H1 -0.9799 -0.1310 1.3665
H2 3.2523 0.5457 -0.2727
H3 2.7324 -0.8033 -1.0269
H4 1.9528 1.8818 0.6517
H5 0.1846 1.6095 0.9465
H6 -1.7070 -2.1944 -0.6992
H7 -2.9637 -1.3184 -0.1234
H8 0.4564 -1.1615 -1.0091
H9 -2.9616 1.2128 0.4665

Cartesian forces, eV/Å:
C -1.61 -2.87 -1.43
C 0.66 -1.76 1.85
N 1.65 3.17 1.62
N 0.56 -0.38 0.29
N 1.22 0.42 0.51
N 1.46 0.76 -0.51
S -1.90 2.91 -0.86
H -0.72 -0.71 -0.84
H -1.41 -0.54 -0.61
H -0.15 -2.28 -0.85
H 0.16 1.52 0.92
H -0.07 1.02 0.63
H 0.14 -0.20 -0.13
H -0.29 0.27 0.03
H -0.78 -0.75 -0.13
H 1.08 -0.57 -0.49

Density functional theory data (the ωB97M-V functional and the def2-TZVPD basis) for the molecule C4H11NO at a distorted geometry.

Its energy above the lowest of the compared OMol25 structures with the same formula, charge and spin is 157.28 kJ/mol. The calculation puts the molar mass at 89.14 Da. As for the HOMO energy: -9.2 eV. The SMILES is CC[C@H](O)CN. Its total energy is -288.95711 Eh. The gap between HOMO and LUMO comes out at 10.1 eV.

CARTESIAN COORDINATES (ANGSTROEM)
C1 -1.9720 -0.3530 0.1224
C2 -0.7899 0.4015 -0.4760
C3 0.4050 0.6699 0.5493
O1 1.2193 1.6018 -0.0478
C4 1.1454 -0.5777 0.7351
N1 1.8047 -1.0942 -0.4940
H1 -1.7619 -1.3347 0.4260
H2 -2.6542 -0.5625 -0.7759
H3 -2.5205 0.1516 0.9620
H4 -1.0927 1.3686 -0.8495
H5 -0.3330 -0.0434 -1.3740
H6 0.0119 1.0667 1.4463
H7 0.6172 2.1678 -0.7271
H8 2.0118 -0.3646 1.3848
H9 0.5000 -1.3643 1.2071
H10 1.0661 -1.4390 -1.2047
H11 2.3429 -0.2946 -0.8839

Cartesian forces, eV/Å:
C -1.62 0.83 -2.09
C 1.06 0.15 1.49
C -2.97 -0.37 -2.70
O -0.59 3.42 -3.06
C 1.77 -1.85 0.35
N -1.47 -0.22 -0.98
H 0.80 -1.34 0.72
H 0.29 0.58 1.46
H 0.56 -0.19 -1.00
H -0.52 0.56 0.13
H -0.39 -0.35 0.43
H -0.59 0.24 1.35
H 2.36 -1.93 2.54
H -0.48 -0.23 0.26
H 0.67 0.64 -0.39
H 1.84 0.99 1.45
H -0.74 -0.92 0.02

Density functional theory data (the ωB97M-V functional and the def2-TZVPD basis) for a cluster of 15 separate species, C2H33O15 in total at a distorted geometry.

Its energy above the lowest of the compared OMol25 structures with the same formula, charge and spin is 163.88 kJ/mol. The calculation puts the molar mass at 297.27 Da. Its charge is -1. As for the HOMO energy: -5.6 eV. Its total energy is -1224.62718 Eh. The gap between HOMO and LUMO comes out at 7.4 eV.

CARTESIAN COORDINATES (ANGSTROEM)
C1 0.4001 -0.0253 -0.3835
C2 -0.6454 -0.2448 0.6324
O1 -0.4376 0.2891 1.9238
H1 0.5895 1.0312 -0.5734
H2 0.0489 -0.4012 -1.3445
H3 1.2920 -0.5518 -0.0438
H4 -0.8417 -1.3163 0.6709
H5 -1.4855 0.2650 0.1607
O2 -1.2719 -0.7458 -4.2411
H6 -0.8159 -1.5038 -4.6069
H7 -0.6304 -0.3376 -3.6596
O3 -3.8981 0.4236 -2.3530
H8 -3.7777 -0.0896 -1.5541
H9 -3.5411 -0.1283 -3.0489
O4 -1.6406 -1.4613 3.6878
H10 -1.7450 -2.0393 2.9320
H11 -1.1519 -0.7107 3.3502
O5 1.6844 -1.7674 3.3392
H12 1.2100 -2.4859 3.7576
H13 1.0593 -1.3984 2.7152
O6 1.1068 0.7658 -3.4864
H14 1.5044 1.0133 -2.6516
H15 0.7495 1.5831 -3.8337
O7 -1.0784 3.1802 0.6986
H16 -1.3181 3.1081 -0.2253
H17 -0.7971 2.2986 0.9431
O8 2.1438 1.8689 1.7059
H18 1.9346 2.6305 1.1652
H19 1.3462 1.3398 1.6940
O9 -1.0686 -3.3039 -2.2791
H20 -1.3201 -3.0690 -1.3858
H21 -0.1614 -3.5994 -2.2031
O10 0.2364 1.9535 4.2558
H22 -0.0853 1.4444 3.5118
H23 1.1185 1.6170 4.4135
O11 3.4568 -1.6444 -2.0008
H24 4.1374 -1.8893 -2.6278
H25 3.3268 -0.7066 -2.1419
O12 3.1730 1.5137 -1.7637
H26 2.9544 2.1755 -1.1076
H27 3.7911 1.9511 -2.3492
O13 -3.5136 0.7539 2.1359
H28 -3.9232 0.1020 1.5672
H29 -2.5758 0.5731 2.0717
O14 -3.9492 -1.0033 -0.0500
H30 -4.4928 -1.4039 0.6285
H31 -3.3451 -1.6972 -0.3142
O15 4.4131 0.4141 0.9152
H32 3.5246 0.3455 1.2647
H33 4.3098 0.8836 0.0875

Cartesian forces, eV/Å:
C 1.24 -0.30 -0.48
C -1.10 1.45 1.41
O 0.62 -0.15 -1.10
H 0.19 0.19 0.36
H 0.15 -0.41 -0.05
H 0.50 0.19 -0.48
H -0.31 -0.65 0.01
H -1.04 -0.26 0.11
O -0.64 0.06 -0.32
H 0.05 -0.20 0.06
H 0.46 0.22 0.22
O -0.05 0.38 -0.47
H -0.23 0.09 0.35
H 0.28 -0.08 -0.34
O -0.50 -1.09 0.89
H 0.01 0.04 -0.18
H 0.48 0.79 -0.78
O 0.60 -0.26 0.08
H -0.21 -0.04 0.16
H -0.50 0.58 -0.22
O -0.29 -0.26 -0.48
H 0.35 0.03 0.40
H -0.16 0.19 -0.18
O 0.23 0.65 -0.25
H -0.22 -0.04 -0.19
H 0.03 -0.75 0.62
O 0.86 0.24 -0.22
H -0.25 0.30 0.13
H -1.17 -0.58 0.29
O -0.24 -0.15 -0.25
H 0.06 0.13 0.23
H 0.31 -0.01 0.07
O -0.05 0.43 0.66
H -0.22 -0.35 -0.64
H 0.19 -0.10 -0.09
O -0.09 -0.34 -0.01
H 0.16 -0.10 -0.11
H -0.13 0.38 0.15
O 0.07 -0.13 -0.01
H -0.17 0.12 0.49
H 0.19 0.10 -0.29
O -0.80 0.31 0.29
H 0.27 0.28 -0.08
H 0.83 -0.04 0.12
O -0.11 -0.34 0.01
H -0.34 -0.22 0.08
H 0.32 -0.20 0.03
O 0.85 -0.32 -0.07
H -0.31 0.28 0.20
H -0.14 -0.08 -0.13

Density functional theory data (the ωB97M-V functional and the def2-TZVPD basis) for the ion C5H8NS with charge +1 at a distorted geometry.

Its energy above the lowest of the compared OMol25 structures with the same formula, charge and spin is 477.61 kJ/mol. The calculation puts the molar mass at 114.19 Da. Its charge is +1. As for the HOMO energy (spin up / spin down): -12.7 / -12.7 eV. Its total energy is -647.81635 Eh. The gap between HOMO and LUMO (spin up / spin down) comes out at 5.2 / 5.2 eV.

CARTESIAN COORDINATES (ANGSTROEM)
C1 0.8910 1.1501 0.4837
C2 2.1943 0.7656 0.3113
C3 -0.9727 1.0034 -0.8825
C4 -0.2285 -0.8018 0.5076
C5 -1.2067 -1.6987 -0.1032
N1 -0.1525 0.3990 -0.0432
S1 2.8747 -0.4837 -0.5002
H1 0.7013 2.1269 0.9710
H2 2.9586 1.5533 0.6150
H3 -2.0778 0.8925 -0.8954
H4 -0.5333 1.8662 -1.3175
H5 0.3058 -1.0286 1.4113
H6 -1.1119 -2.8200 0.0724
H7 -1.5174 -1.3977 -1.1604
H8 -2.1250 -1.5266 0.5301

Cartesian forces, eV/Å:
C 1.06 2.61 0.73
C 1.63 2.15 -0.10
C -1.09 0.49 -0.04
C -1.00 -2.56 -1.74
C -1.85 -0.94 0.26
N 0.71 0.09 1.19
S -1.08 -1.04 -0.05
H -0.36 -0.84 -0.63
H -1.10 -1.05 0.27
H 1.05 -0.45 0.06
H 0.11 0.57 -0.57
H 0.40 0.11 0.03
H 0.51 1.52 -0.45
H 0.74 -0.69 1.44
H 0.26 0.04 -0.40

Q: The lowest energy above the lowest of the compared OMol25 structures with the same formula, charge and spin belongs to which entry?
A: C6H11CdO4